The following is a quantum chemistry calculation of a cluster of 8 separate species, C5H24O7 in total in a non-equilibrium geometry, from OMol25.

Structure (XYZ):
```
36
Properties=species:S:1:pos:R:3:forces:R:3:mulliken_charge:R:1
C 2.912 -0.160 -0.360 -0.3798 -2.7174 2.4825 -1.181
C 1.814 0.698 0.032 -2.2961 2.2114 1.6120 -0.171
C 1.248 0.877 1.253 0.0272 0.7003 -1.9619 1.003
C 0.202 2.004 1.514 -1.0382 -3.0427 -1.5294 -1.191
C 1.830 0.198 2.411 1.2053 3.4301 2.9614 -1.256
H 3.480 -0.545 0.559 -0.8871 0.1180 -1.3571 0.267
H 2.437 -1.028 -0.884 1.2956 0.4198 -0.0157 -0.037
H 3.629 0.377 -0.871 1.3639 0.7624 -1.8444 0.436
H 1.398 1.382 -0.700 0.0655 -0.2183 -0.4699 0.288
H -0.694 1.492 1.979 1.0442 0.9288 0.4767 0.106
H -0.253 2.397 0.589 0.8517 -0.0081 0.2471 0.262
H 0.726 2.737 2.063 -0.0915 0.9517 1.0529 0.483
H 2.881 -0.039 2.190 -0.6154 -0.5097 0.5828 0.376
H 1.257 -0.519 2.944 -0.4320 -1.2165 -0.0061 0.286
H 1.884 1.059 3.288 0.1363 -1.8901 -1.9522 0.293
O -2.880 0.011 -1.285 -3.1833 0.7728 -3.8297 -0.691
H -2.269 -0.536 -0.820 0.9336 -1.4719 -0.3603 0.370
H -2.989 -0.102 -2.347 1.1890 -0.0947 4.2633 0.330
O 0.830 -2.971 0.504 -2.5325 -3.0452 -0.1086 -0.560
H 1.352 -3.771 0.626 -0.1754 -0.0279 -0.0512 0.254
H 1.433 -2.306 0.505 2.8821 3.2397 0.1966 0.292
O -1.915 -1.781 0.558 -1.3533 -0.6955 1.3057 -0.685
H -2.626 -2.004 1.263 2.1986 0.7939 -1.5908 0.310
H -1.198 -1.292 0.992 -0.4204 -0.3962 0.2846 0.337
O -0.649 0.772 -3.672 0.5859 -0.3292 1.6874 -0.681
H -0.619 0.757 -2.666 -0.6915 0.4293 -1.3177 0.433
H -0.078 0.000 -3.725 -0.1032 -0.2340 -1.0148 0.408
O -3.448 0.201 1.761 -1.8294 -2.0787 0.6124 -0.637
H -3.684 -0.289 0.953 -0.0898 0.2962 0.2629 0.351
H -2.909 0.859 1.420 1.6406 2.1426 -0.8013 0.297
O -1.178 1.764 -1.325 -2.6442 2.1043 1.0924 -0.714
H -1.343 2.309 -2.145 0.0403 -0.6553 1.3995 0.293
H -2.116 1.752 -0.798 3.3016 -0.2413 -2.4619 0.314
O 0.185 -1.383 -2.258 3.0858 0.6761 0.6616 -0.693
H 0.202 -1.843 -1.420 -1.1152 -0.9372 0.6284 0.290
H 1.147 -1.076 -2.129 -1.9688 -0.1674 -1.1371 0.419
```
Positions in Å, forces in eV/Å.

Its structure (SMILES) is CC=C(C)C.O.O.O.O.O.O.O. For the orbital gap, the calculation gives 0.3463 Ha. Its lowest unoccupied orbital energy is 0.257 eV. Its max |F| is 5.040 eV/A. The calculation puts the HOMO energy at -9.166 eV.